Record 1
This record from the Open Molecules 2025 dataset describes a structure of composition C44H36AuO2P2SSi. The level of theory is the ωB97M-V functional and the def2-TZVPD basis.

molar mass = 915.8 Da
energy = -91285.873 eV
largest force on an atom = 0.62 eV Å⁻¹

Structure (ORCA input):
```
! RIJCOSX wB97M-V def2-TZVPD def2/J DEFGRID3
* xyz 1 1
Au -0.056 1.447 1.274
C -2.773 0.930 3.269
Si -1.921 0.172 1.785
C -1.513 -1.609 2.157
C -2.496 -2.423 2.724
C -2.185 -3.671 3.238
C -0.869 -4.108 3.229
C 0.120 -3.313 2.671
C -0.202 -2.080 2.112
P 1.125 -1.016 1.427
C 2.328 -2.166 0.657
C 3.632 -1.713 0.458
C 4.552 -2.485 -0.230
C 4.179 -3.719 -0.743
C 2.878 -4.166 -0.577
C 1.956 -3.393 0.113
C 2.140 -0.539 2.907
C 3.010 -1.481 3.469
C 3.673 -1.211 4.653
C 3.499 0.009 5.291
C 2.648 0.953 4.743
C 1.977 0.671 3.563
C -2.944 0.569 0.252
C -4.068 -0.221 -0.001
C -4.936 0.070 -1.042
C -4.699 1.171 -1.852
C -3.591 1.968 -1.621
C -2.708 1.672 -0.586
P -1.267 2.762 -0.306
C -0.353 2.834 -1.852
C 0.570 3.868 -2.030
C 1.392 3.881 -3.140
C 1.314 2.853 -4.075
C 0.408 1.821 -3.899
C -0.429 1.809 -2.792
C -1.913 4.400 0.050
C -2.361 5.251 -0.960
C -2.897 6.485 -0.637
C -2.989 6.874 0.694
C -2.536 6.034 1.700
C -1.992 4.800 1.379
H -3.741 0.446 3.416
H -2.967 1.990 3.110
H -2.191 0.806 4.180
H -3.520 -2.075 2.799
H -2.960 -4.287 3.674
H -0.606 -5.063 3.663
H 1.145 -3.657 2.686
H 3.943 -0.752 0.853
H 5.560 -2.120 -0.367
H 4.895 -4.323 -1.283
H 2.572 -5.117 -0.991
H 0.939 -3.750 0.207
H 3.167 -2.438 2.991
H 4.331 -1.957 5.076
H 4.026 0.220 6.211
H 2.504 1.907 5.230
H 1.294 1.422 3.171
H -4.277 -1.083 0.621
H -5.800 -0.557 -1.216
H -5.374 1.407 -2.663
H -3.406 2.819 -2.266
H 0.643 4.666 -1.300
H 2.098 4.689 -3.277
H 1.962 2.863 -4.941
H 0.349 1.020 -4.623
H -1.129 0.996 -2.661
H -2.275 4.957 -1.999
H -3.240 7.145 -1.421
H -3.407 7.839 0.945
H -2.598 6.341 2.735
H -1.629 4.151 2.167
O 1.109 -4.888 -5.754
C 2.073 -4.281 -5.030
O 3.228 -4.535 -5.212
C 1.618 -3.297 -3.995
C 0.386 -3.390 -3.355
C 0.057 -2.498 -2.349
C 0.951 -1.495 -1.990
S 0.520 -0.378 -0.693
C 2.166 -1.375 -2.660
C 2.507 -2.284 -3.643
H 0.251 -4.489 -5.578
H -0.305 -4.189 -3.596
H -0.884 -2.589 -1.821
H 2.847 -0.581 -2.386
H 3.465 -2.231 -4.141
*
```



Record 2
This record from the Open Molecules 2025 dataset describes a structure of composition C44H36F16GeN4O2PS4Sc. The level of theory is the ωB97M-V functional and the def2-TZVPD basis.

molar mass = 1233.6 Da
energy = -229598.786 eV
largest force on an atom = 1.62 eV Å⁻¹

Structure (ORCA input):
```
! RIJCOSX wB97M-V def2-TZVPD def2/J DEFGRID3
* xyz 0 1
Sc 0.175 -0.041 -0.501
N -0.406 -2.321 -1.199
C 0.586 -3.273 -0.785
C 0.320 -4.615 -0.661
C 1.326 -5.519 -0.286
C 2.608 -5.094 -0.086
C 2.929 -3.730 -0.212
C 4.243 -3.241 -0.057
C 4.469 -1.898 -0.186
C 3.377 -1.043 -0.409
N 2.135 -1.460 -0.531
C 1.898 -2.798 -0.506
H -0.513 -2.349 -2.218
H -1.316 -2.584 -0.810
H -0.676 -4.985 -0.862
H 1.074 -6.561 -0.169
H 3.395 -5.781 0.183
H 5.047 -3.934 0.152
H 5.457 -1.471 -0.092
H 3.550 0.027 -0.506
F -6.767 -1.021 -0.322
C -5.507 -0.522 -0.296
C -4.941 -0.040 -1.463
C -3.672 0.500 -1.420
C -2.942 0.583 -0.221
C -1.650 1.275 -0.141
C -3.552 0.058 0.929
C -4.812 -0.495 0.901
H -5.512 -0.072 -2.379
H -3.228 0.871 -2.328
H -1.492 1.660 0.885
H -1.607 2.104 -0.866
H -3.013 0.082 1.860
H -5.262 -0.885 1.799
C 2.820 2.782 -5.282
C 1.525 2.008 -5.472
C 0.313 2.836 -5.087
O 1.596 0.771 -4.751
P 1.063 0.413 -3.299
S -0.916 0.189 -3.231
S 1.827 1.523 -1.833
O 1.741 -1.040 -3.120
C 1.826 -2.156 -4.026
C 3.221 -2.196 -4.631
C 0.749 -2.161 -5.098
H 2.790 3.683 -5.890
H 3.668 2.169 -5.580
H 2.933 3.050 -4.235
H 1.433 1.684 -6.519
H 0.396 3.161 -4.049
H -0.601 2.258 -5.210
H 0.256 3.717 -5.721
H 1.694 -3.030 -3.371
H 3.391 -1.292 -5.208
H 3.307 -3.071 -5.270
H 3.972 -2.259 -3.846
H 0.975 -1.419 -5.860
H -0.229 -1.933 -4.680
H 0.711 -3.143 -5.562
S -0.461 4.392 -1.854
C -2.087 4.402 -2.211
N -2.627 3.484 -3.028
C -4.035 3.470 -3.357
C -4.816 3.973 -2.147
C -4.323 5.374 -1.805
N -2.883 5.344 -1.674
H -2.042 2.711 -3.309
H -4.320 2.452 -3.622
H -4.223 4.118 -4.223
H -4.624 3.306 -1.305
H -5.885 3.996 -2.344
H -4.759 5.718 -0.861
H -4.609 6.078 -2.599
H -2.424 6.060 -1.135
F -2.607 0.274 4.181
C -1.798 1.263 4.586
C -0.442 1.097 4.368
C 0.393 2.114 4.788
F 1.720 2.015 4.601
C -0.093 3.260 5.410
F 0.742 4.227 5.796
C -1.459 3.396 5.627
F -1.933 4.489 6.224
C -2.325 2.387 5.208
F -3.638 2.513 5.405
Ge 0.165 -0.635 3.525
S -0.582 -1.322 1.674
C 2.165 -0.396 3.526
C 2.996 -0.756 4.571
F 2.464 -1.304 5.673
C 4.369 -0.539 4.533
F 5.150 -0.917 5.547
C 4.927 0.078 3.418
F 6.240 0.303 3.364
C 4.109 0.481 2.363
F 4.650 1.094 1.308
C 2.748 0.226 2.441
F 1.927 0.636 1.425
C -0.077 -2.063 4.916
C -0.697 -1.943 6.143
F -1.202 -0.755 6.504
C -0.800 -3.013 7.027
F -1.390 -2.862 8.215
C -0.280 -4.251 6.665
F -0.369 -5.289 7.498
C 0.367 -4.393 5.440
F 0.898 -5.570 5.096
C 0.464 -3.295 4.599
F 1.140 -3.400 3.440
*
```



Record 3
This record from the Open Molecules 2025 dataset describes a structure of composition C44H37BrCl2N6O7Ta. The level of theory is the ωB97M-V functional and the def2-TZVPD basis.

molar mass = 1093.6 Da
energy = -166117.966 eV
largest force on an atom = 4.05 eV Å⁻¹

Structure (ORCA input):
```
! RIJCOSX wB97M-V def2-TZVPD def2/J DEFGRID3
* xyz 3 1
Ta 13.299 12.002 13.434
Br 10.908 10.324 20.210
C 11.335 10.455 18.397
C 11.078 9.345 17.570
C 11.332 9.448 16.167
C 11.825 10.659 15.695
O 12.456 10.646 14.493
C 11.965 11.784 16.529
C 12.244 13.047 15.810
N 11.897 13.243 14.541
C 10.687 13.937 14.285
C 10.608 15.291 14.389
C 9.345 15.901 14.222
C 8.250 15.252 13.743
C 8.310 13.883 13.525
C 7.303 13.116 12.876
C 7.571 11.793 12.597
C 8.822 11.201 12.939
N 9.735 11.875 13.563
C 9.582 13.248 13.782
C 11.799 11.658 17.894
H 10.806 8.444 18.114
H 11.148 8.610 15.485
H 12.952 13.790 16.345
H 11.545 15.837 14.604
H 9.272 16.938 14.561
H 7.283 15.819 13.674
H 6.375 13.640 12.555
H 6.864 11.184 12.075
H 9.036 10.125 12.966
H 12.118 12.430 18.610
O 9.361 13.292 7.681
C 9.723 14.266 8.720
C 10.632 13.681 9.708
C 11.307 14.572 10.556
C 12.075 13.990 11.537
N 12.261 12.643 11.701
C 11.622 11.816 10.857
C 10.814 12.291 9.821
C 12.087 10.446 10.983
C 11.658 9.437 10.128
C 12.160 8.173 10.479
C 11.794 6.986 9.640
O 11.531 7.302 8.259
C 12.769 7.925 11.698
C 13.195 8.937 12.511
N 12.887 10.208 12.074
H 8.963 13.688 6.921
H 8.834 14.699 9.222
H 10.221 15.101 8.288
H 11.230 15.702 10.500
H 12.610 14.684 12.259
H 10.428 11.597 9.090
H 11.063 9.610 9.215
H 10.957 6.535 10.164
H 12.694 6.368 9.748
H 11.334 6.479 7.790
H 13.034 6.872 12.006
H 13.853 8.830 13.365
N 17.373 12.864 10.151
C 16.559 13.756 11.068
C 15.311 12.901 11.509
O 14.591 13.382 12.508
O 15.082 11.836 10.930
H 18.141 12.315 10.535
H 17.781 13.384 9.408
H 16.575 12.251 9.757
H 16.327 14.641 10.480
H 17.169 13.998 11.913
Cl 19.541 10.281 13.112
C 19.410 8.836 14.016
C 19.526 7.603 13.323
C 19.222 6.385 13.951
C 18.818 6.456 15.278
C 18.833 7.666 16.006
Cl 18.273 7.742 17.622
C 19.317 8.863 15.421
N 19.376 9.995 16.178
C 19.298 11.380 15.757
C 20.425 12.176 15.871
C 20.277 13.521 15.634
C 19.007 14.118 15.504
C 17.882 13.319 15.498
C 17.990 11.939 15.478
C 16.775 10.959 15.376
C 15.471 11.459 14.698
O 15.030 10.920 13.550
O 14.760 12.364 15.262
H 19.723 7.660 12.230
H 19.279 5.417 13.492
H 18.465 5.677 15.923
H 19.513 9.845 17.198
H 21.412 11.743 15.946
H 21.227 14.140 15.544
H 18.919 15.226 15.446
H 16.993 13.919 15.398
H 16.518 10.590 16.389
H 17.158 10.030 14.805
*
```



Record 4
This record from the Open Molecules 2025 dataset describes a structure of composition C44H37ErP2. The level of theory is the ωB97M-V functional and the def2-TZVPD basis.

molar mass = 795.0 Da
energy = -92407.092 eV
largest force on an atom = 3.49 eV Å⁻¹

Structure (ORCA input):
```
! RIJCOSX wB97M-V def2-TZVPD def2/J DEFGRID3
* xyz 2 4
C 3.688 1.945 -1.239
C 2.840 2.322 -0.162
C 3.397 2.522 1.130
C 4.766 2.295 1.338
C 5.576 1.897 0.276
C 5.043 1.723 -1.003
P 1.043 2.403 -0.345
C 0.441 3.631 0.834
C -0.177 3.258 2.042
C -0.410 4.220 3.026
C -0.089 5.559 2.785
C 0.458 5.942 1.555
C 0.707 4.987 0.571
Er 2.592 0.020 1.058
P 1.280 -2.354 -0.163
C 2.632 -2.389 1.057
C 3.946 -2.012 0.635
C 4.749 -1.225 1.465
C 4.281 -0.814 2.724
C 3.048 -1.284 3.205
C 2.228 -2.076 2.398
C 0.132 -3.638 0.359
C -1.207 -3.544 -0.079
C -2.168 -4.375 0.479
C -1.802 -5.351 1.413
C -0.463 -5.497 1.785
C 0.509 -4.645 1.262
C 2.065 -2.742 -1.759
C 1.902 -1.809 -2.807
C 2.605 -1.991 -3.995
C 3.463 -3.088 -4.143
C 3.595 -4.027 -3.113
C 2.886 -3.865 -1.920
C 0.705 2.861 -2.047
C 1.564 3.732 -2.749
C 1.267 4.100 -4.060
C 0.118 3.601 -4.686
C -0.729 2.725 -3.999
C -0.430 2.340 -2.692
H -1.473 -2.785 -0.819
H -3.214 -4.259 0.185
H -2.561 -6.002 1.846
H -0.167 -6.269 2.495
H 1.556 -4.744 1.560
H 4.287 -2.266 -0.370
H 5.722 -0.898 1.095
H 4.865 -0.113 3.320
H 2.707 -1.020 4.204
H 1.249 -2.412 2.751
H 1.260 -0.938 -2.654
H 2.478 -1.274 -4.808
H 4.030 -3.211 -5.069
H 4.254 -4.886 -3.234
H 2.978 -4.591 -1.112
H 2.481 4.099 -2.282
H 1.940 4.768 -4.598
H -0.109 3.886 -5.713
H -1.623 2.333 -4.486
H -1.055 1.621 -2.165
H -0.457 2.217 2.201
H -0.839 3.926 3.984
H -0.269 6.310 3.555
H 0.698 6.989 1.362
H 1.118 5.284 -0.397
H 2.770 2.899 1.948
H 5.190 2.463 2.329
H 6.644 1.741 0.437
H 5.689 1.427 -1.836
H 3.275 1.767 -2.235
H 3.191 -0.271 -0.758
H 2.342 -0.287 -0.827
C 0.413 0.822 0.128
C -0.641 0.212 0.474
C -2.011 -0.124 0.597
C -2.537 -0.752 1.751
C -3.901 -1.013 1.849
C -4.771 -0.664 0.807
C -4.259 -0.077 -0.354
C -2.895 0.170 -0.469
H -1.855 -1.048 2.545
H -4.299 -1.506 2.736
H -5.842 -0.871 0.885
H -4.920 0.171 -1.188
H -2.491 0.574 -1.394
*
```



Record 5
This record from the Open Molecules 2025 dataset describes a structure of composition C44H37NO6PS7W. The level of theory is the ωB97M-V functional and the def2-TZVPD basis.

molar mass = 1115.1 Da
energy = -146967.992 eV
largest force on an atom = 2.71 eV Å⁻¹

Structure (ORCA input):
```
! RIJCOSX wB97M-V def2-TZVPD def2/J DEFGRID3
* xyz -1 1
W -0.140 0.021 -1.114
O -1.180 0.396 -5.062
S -0.201 0.070 -4.058
O 0.426 1.238 -3.445
O -0.733 -0.825 -3.000
C 1.046 -0.929 -4.838
C 0.928 -1.259 -6.182
C 1.797 -2.167 -6.755
C 2.809 -2.736 -5.982
C 2.929 -2.396 -4.645
C 2.046 -1.499 -4.063
S 2.167 -1.316 -2.282
O 1.865 0.071 -1.852
O 3.518 -1.704 -1.968
O 1.131 -2.188 -1.738
H 0.132 -0.797 -6.745
H 1.698 -2.437 -7.797
H 3.480 -3.459 -6.420
H 3.693 -2.826 -4.017
C -1.398 0.157 2.693
C -0.442 1.153 3.257
C -0.330 1.342 4.627
C 0.565 2.256 5.157
C 1.375 2.995 4.313
C 1.273 2.827 2.943
C 0.366 1.918 2.405
P 0.091 1.780 0.592
C 1.393 2.894 -0.086
C 2.616 2.225 -0.199
C 3.748 2.850 -0.683
C 3.670 4.175 -1.077
C 2.465 4.849 -0.965
C 1.313 4.238 -0.475
C 0.056 5.049 -0.370
C -1.536 2.645 0.546
C -2.048 3.453 1.554
C -3.340 3.944 1.464
C -4.133 3.606 0.379
C -3.631 2.799 -0.625
C -2.329 2.311 -0.566
C -1.710 1.504 -1.645
H -1.932 -0.363 3.483
H -0.846 -0.578 2.103
H -2.121 0.639 2.034
H -0.967 0.771 5.287
H 0.630 2.386 6.227
H 2.087 3.699 4.718
H 1.914 3.403 2.290
H 2.681 1.190 0.107
H 4.678 2.307 -0.763
H 4.542 4.685 -1.468
H 2.413 5.889 -1.260
H 0.231 6.064 -0.719
H -0.278 5.101 0.664
H -0.750 4.613 -0.959
H -1.436 3.695 2.413
H -3.726 4.586 2.242
H -5.144 3.981 0.315
H -4.247 2.547 -1.475
H -1.096 2.206 -2.236
H -2.480 1.110 -2.328
N -1.262 -1.090 -0.188
C -1.989 -2.072 0.224
C -3.433 -2.048 -0.029
C -4.071 -0.814 -0.205
C -5.406 -0.753 -0.538
C -6.134 -1.922 -0.716
C -5.519 -3.152 -0.530
C -4.183 -3.219 -0.182
C -1.410 -3.213 0.963
C -2.051 -3.740 2.086
C -1.469 -4.772 2.802
C -0.255 -5.304 2.396
C 0.378 -4.801 1.273
C -0.189 -3.758 0.565
H -3.487 0.085 -0.072
H -5.887 0.208 -0.667
H -7.172 -1.875 -1.013
H -6.087 -4.063 -0.672
H -3.701 -4.180 -0.063
H -2.998 -3.326 2.405
H -1.963 -5.163 3.681
H 0.195 -6.111 2.957
H 1.321 -5.223 0.955
H 0.287 -3.370 -0.322
C 3.768 -3.595 0.424
S 3.794 -3.533 2.241
C 3.920 -1.814 2.542
C 3.056 -0.861 2.101
S 1.631 -1.149 1.208
S 3.522 0.785 2.604
C 4.895 0.375 3.587
S 5.752 1.488 4.436
S 5.265 -1.315 3.552
H 3.922 -4.637 0.165
H 4.559 -2.975 0.014
H 2.805 -3.248 0.066
*
```



What is the molar mass in the fourth record?
795.0 Da